ORCA calculation (ωB97M-V/def2-TZVPD) on a structure of composition C8H18AgBr2FN2O2Pt in a non-equilibrium geometry.

Element x y z (Å)
Ag 0.68 2.83 -3.03
Pt 1.08 -0.55 -2.19
F 1.33 1.32 -1.28
Br -0.13 2.40 3.79
C -0.69 1.55 2.11
C -0.61 0.04 2.25
Br -1.99 -0.65 3.45
H -0.04 1.95 1.33
H -1.71 1.83 1.87
H 0.36 -0.20 2.68
H -0.73 -0.44 1.28
C -2.24 -0.13 -2.04
O -1.04 -0.31 -1.75
N -2.85 1.05 -2.05
C -4.14 1.17 -2.72
C -2.21 2.22 -1.48
H -2.91 -0.96 -2.29
H -4.27 0.46 -3.53
H -4.14 2.16 -3.19
H -4.99 1.08 -2.05
H -1.27 2.04 -0.98
H -2.13 3.00 -2.25
H -2.88 2.63 -0.71
C 2.10 -2.35 0.06
O 1.15 -1.58 -0.24
N 3.04 -2.05 0.95
C 4.00 -3.10 1.32
C 3.11 -0.74 1.57
H 2.17 -3.35 -0.40
H 3.52 -4.08 1.33
H 4.34 -2.96 2.35
H 4.81 -3.08 0.60
H 4.14 -0.43 1.71
H 2.54 -0.02 0.99
H 2.62 -0.74 2.54

The calculation puts the lowest unoccupied orbital energy (alpha / beta) at -9.2 / -9.7 eV. The energy above the lowest of the compared OMol25 structures with the same formula, charge and spin is 43.7 kJ/mol. The highest occupied orbital energy (alpha / beta) is -14.235 / -14.235 eV. Its total charge is +2. The total energy comes out at -165691.37772 eV. The spin multiplicity is 3.